1.
ORCA calculation (ωB97M-V/def2-TZVPD) on 2 unconnected molecules or ions with the total composition C23H34N4O2S at a distorted geometry.

Cartesian coordinates (Å):
S  -0.94  -2.06  1.18
O  -5.56  -0.51  -0.20
O  5.46  -0.91  0.25
N  -0.46  -1.09  -1.39
N  1.25  1.97  0.00
N  3.56  0.46  0.24
N  1.56  -1.81  -0.13
C  -3.98  -0.33  -1.74
C  -1.79  -1.15  -0.93
C  4.18  1.53  0.99
C  4.37  -0.70  -0.02
C  0.15  1.80  0.96
C  3.04  -3.94  0.34
C  -4.33  -0.81  -0.42
C  3.17  2.09  1.54
C  -6.12  -1.04  1.05
C  -3.48  -1.50  0.38
C  -2.62  -0.45  -2.12
C  2.16  -2.67  0.76
C  2.19  -1.63  -1.33
C  4.12  -3.26  -0.46
C  -7.72  -0.75  1.09
C  0.75  2.06  -1.44
C  2.18  2.85  0.65
C  3.92  -1.70  -1.14
C  -1.01  2.61  0.89
C  -1.47  2.75  -0.57
C  -2.23  -1.53  0.22
C  0.25  -1.88  -0.37
C  -0.22  3.24  -1.42
H  -8.19  -1.06  1.87
H  1.55  2.35  -2.01
H  2.08  -0.69  -1.86
H  0.49  1.08  -1.66
H  2.71  0.61  -0.16
H  5.06  1.10  1.51
H  -0.33  0.67  0.87
H  4.38  -1.56  -2.12
H  -5.95  -2.12  1.49
H  -4.60  0.02  -2.34
H  2.76  3.23  -0.22
H  -8.37  -1.32  0.28
H  2.68  1.78  2.22
H  4.56  -3.82  -1.47
H  1.73  3.54  1.13
H  0.14  4.01  -1.11
H  -2.07  2.04  -0.67
H  2.08  -2.41  -2.17
H  -7.90  0.30  0.95
H  2.39  -4.30  -0.13
H  -3.79  -1.56  1.53
H  3.56  3.03  2.22
H  2.79  -2.05  1.41
H  -0.66  3.25  -2.45
H  3.50  -4.49  1.20
H  5.12  -3.20  0.16
H  -5.75  -0.56  1.80
H  1.32  -3.09  1.67
H  -2.11  3.61  -0.44
H  -1.83  2.41  1.53
H  0.50  1.48  1.78
H  -2.31  0.05  -2.95
H  4.77  2.31  -0.12
H  -0.71  3.75  1.38

**Spin multiplicity**: 1
**Gap between HOMO and LUMO**: 7.49 eV
**Total charge**: 0
**Highest occupied orbital energy**: -0.265 hartree
**Lowest unoccupied orbital energy**: 0.289 eV

***

2.
ORCA calculation (ωB97M-V/def2-TZVPD) on 2 unconnected molecules or ions with the total composition C4H12 at a distorted geometry.

Cartesian coordinates (Å):
C  2.56  -0.75  -0.96
C  -1.54  1.52  1.14
C  -1.99  0.21  0.48
C  1.06  -1.00  -0.57
H  0.37  -0.61  -1.40
H  -0.52  1.86  0.95
H  3.31  -1.50  -0.61
H  -1.17  -0.38  0.05
H  0.86  -2.13  -0.63
H  -2.61  -0.38  1.17
H  2.94  0.15  -0.56
H  -2.15  2.40  0.74
H  0.49  -0.67  0.39
H  -2.79  0.37  -0.44
H  2.61  -0.73  -2.18
H  -1.87  1.72  2.07

**Spin multiplicity**: 1
**Gap between HOMO and LUMO**: 11.98 eV
**Total charge**: 0
**Highest occupied orbital energy**: -0.400 hartree
**SMILES**: CC.CC
**Energy relative to the best compared isomer or geometry (same formula, charge and spin)**: 165.5 kJ/mol
**Lowest unoccupied orbital energy**: 1.089 eV